(1)
This record from OMol25 describes C15H7N3O9PdS2 as an isolated structure at a distorted geometry. The level of theory is ωB97M-V with the def2-TZVPD basis set.

Calculated values
* E: -2341.59065 hartree
* LUMO energy (spin up / spin down): 3.66 / 3.66 eV
* molecular weight: 543.79 g/mol
* relative energy (zero: lowest compared OMol25 entry of this formula, charge and spin): 0.0 kcal/mol
* HOMO-LUMO gap (spin up / spin down): 5.1 / 5.2 eV
* E_HOMO (spin up / spin down): -1.474 / -1.542 eV
* net charge: -2

Geometry as XYZ:
```
37
Properties=species:S:1:pos:R:3:forces:R:3:mulliken_charge:R:1
Pd 1.984226 -0.746463 0.740140 0.7 -0.5 -0.8 0.753
N -3.399276 -0.801707 0.193109 0.1 0.0 0.0 -0.016
C -3.335359 0.253106 -0.699722 0.0 0.0 0.0 0.487
C -4.306843 0.973399 -1.385123 0.0 0.0 0.0 -1.198
C -3.855467 2.005350 -2.192313 0.0 0.0 0.0 -0.209
C -2.490417 2.310324 -2.304525 0.0 0.0 0.0 -0.611
C -1.525371 1.589800 -1.623144 0.0 0.0 -0.1 -0.226
C -1.965571 0.539662 -0.820050 -0.1 0.0 -0.1 0.087
N -1.228219 -0.324118 -0.035360 0.0 -0.1 0.1 -0.273
C -2.096808 -1.086352 0.553270 -0.1 0.1 -0.1 0.246
C -1.728495 -2.104468 1.533233 -0.2 0.0 -0.1 -0.244
C -2.555132 -2.913467 2.256208 0.1 0.0 0.0 -0.247
S -1.610736 -3.870445 3.320864 0.0 0.0 0.0 -0.221
C -0.173953 -3.119572 2.708657 0.0 -0.1 0.1 -0.098
N -0.396544 -2.241700 1.793102 0.2 0.1 0.0 0.176
H -4.225647 -1.251766 0.537282 0.0 0.0 0.0 0.175
H -5.362759 0.748776 -1.291357 0.0 0.0 0.0 0.340
H -4.576453 2.598157 -2.742893 0.0 0.0 0.0 0.346
H -2.181799 3.136837 -2.931780 0.0 0.0 0.0 0.473
H -0.470057 1.840990 -1.680813 -0.1 0.0 0.0 0.362
H -3.630301 -2.984829 2.229239 0.0 0.0 0.0 0.319
H 0.813137 -3.359126 3.101740 0.0 0.0 0.0 0.434
O 4.098601 3.728543 -3.023905 0.0 0.0 0.0 -0.674
C 3.725068 2.844093 -2.278259 0.0 0.0 0.0 0.369
C 4.590387 1.729351 -1.728657 0.0 0.0 0.1 0.035
O 5.785881 1.596966 -1.919658 0.0 0.0 -0.1 -0.675
C 3.682856 0.867777 -0.940389 0.0 0.1 -0.1 1.103
C 2.404757 1.488511 -0.887603 0.1 -0.1 -0.1 0.846
O 1.431830 0.977499 -0.222194 -0.3 0.1 0.4 -0.975
C 2.327554 2.638641 -1.761444 0.1 0.0 0.0 0.115
O 1.337311 3.305567 -2.058808 -0.1 0.0 0.0 -0.757
O 3.936075 -0.230887 -0.377997 -0.4 0.0 0.0 -0.781
O 2.638205 -3.018314 3.841627 0.0 -0.2 0.0 -0.773
S 3.061131 -2.039812 2.841564 -0.3 0.4 0.3 1.375
O 4.474402 -1.753863 2.863936 0.0 -0.1 0.0 -0.649
O 2.218647 -0.785580 2.939928 0.1 0.1 0.4 -0.755
O 2.605137 -2.540879 1.452097 0.1 0.3 -0.1 -0.657
```
Positions in Å, forces in eV/Å.

***

(2)
This record from OMol25 describes C15H82BBr2NO25SSb as an isolated structure at a distorted geometry. The level of theory is ωB97M-V with the def2-TZVPD basis set.

Calculated values
* E: -8367.67213 hartree
* LUMO energy: 1.48 eV
* molecular weight: 1001.25 g/mol
* HOMO-LUMO gap: 5.0 eV
* E_HOMO: -3.532 eV
* net charge: -1

Geometry as XYZ:
```
128
Properties=species:S:1:pos:R:3:forces:R:3:mulliken_charge:R:1
C 2.247170 -3.805413 2.962489 -0.3 0.3 -1.0 -1.187
C 0.908758 -3.525804 2.140109 0.8 -1.0 1.7 -0.201
C 0.479816 -2.045368 2.172755 0.1 -0.4 1.0 -0.789
Br -1.235155 -1.984316 3.251599 0.4 0.1 0.0 -0.311
Sb 0.103055 -0.892576 0.319268 0.2 0.7 -1.6 -0.228
C 2.218786 -0.873247 -0.360514 0.9 -0.7 -0.4 -0.335
C 3.083104 -2.170530 -0.187297 1.5 1.4 0.1 -0.385
C 4.127543 -1.892116 0.984711 -0.2 -0.7 -1.3 0.139
S 5.556246 -0.859883 0.345431 0.1 -0.1 0.2 -0.314
C 0.523744 1.096733 1.310282 -0.3 0.8 0.8 -0.566
C -0.258508 1.364645 2.636433 0.7 0.7 -0.2 -0.442
C -1.801222 1.438804 2.530483 0.3 -0.2 0.3 0.469
Br -2.319773 3.384776 2.448879 -0.2 -0.5 -0.2 -0.309
C -0.406352 0.273883 -1.501723 -0.4 1.3 -0.1 -0.948
C -1.806348 0.953489 -1.435204 0.1 -0.6 -1.8 -0.239
C -2.915216 -0.035029 -1.975286 -0.4 1.0 0.9 -0.650
C -3.715888 -0.745813 -0.823795 0.4 0.5 -1.8 0.943
C -5.152220 -1.062809 -1.312255 0.3 0.1 1.2 -1.343
N -5.744119 -2.035528 -0.339601 0.0 0.4 -0.9 -0.434
B -0.424213 -2.729053 -0.926526 0.5 -1.7 0.1 1.910
O -0.046074 -2.913170 -2.289081 -0.6 0.4 1.2 -0.896
O -1.228582 -3.720448 -0.288951 -0.2 1.2 -1.3 -0.503
C -2.222521 -4.296540 -1.129355 -0.4 -1.3 0.0 -0.608
H 2.753112 -2.863469 3.231445 -0.2 -0.5 0.0 0.301
H 2.065351 -4.366951 3.888189 0.0 0.2 -0.4 0.190
H 2.942257 -4.382974 2.315342 -0.2 0.2 0.6 0.274
H 0.156386 -4.134353 2.682612 0.2 0.4 -0.6 0.809
H 1.044465 -4.041798 1.178595 -0.4 0.8 -0.1 -0.018
H 1.185188 -1.458102 2.804105 -0.5 -0.4 -0.3 0.533
H -1.591106 -0.832284 0.739808 -0.1 0.2 0.3 -0.002
H 2.783215 -0.028336 0.093291 -0.4 -0.5 -0.2 0.418
H 2.195418 -0.626161 -1.442654 -0.3 -0.1 0.6 -0.360
H 3.732132 -2.267658 -1.090547 -0.5 -0.2 0.5 0.463
H 2.568014 -3.139339 -0.093340 -0.1 0.5 0.3 0.090
H 3.670607 -1.287653 1.791840 0.4 -0.3 -0.4 0.166
H 4.545245 -2.823131 1.401793 -0.3 0.4 -0.1 -0.332
H 5.810627 -1.275753 -0.941361 -0.7 -0.1 0.8 0.100
H 0.314466 1.940904 0.607344 -0.1 -0.6 0.2 -0.114
H 1.604739 1.208801 1.564906 -0.6 -0.3 -0.2 0.577
H 0.074699 2.357841 3.015807 -0.2 -0.6 0.0 0.762
H 0.108862 0.654350 3.399625 -0.7 0.2 -0.3 -0.289
H -2.241860 0.984113 1.633890 0.4 0.3 0.3 -0.774
H -2.341978 1.040346 3.404125 0.4 0.2 -0.3 0.449
H -0.340397 -0.280720 -2.460077 0.0 0.1 0.5 0.779
H 0.345865 1.079284 -1.573647 -0.3 -0.5 0.1 -0.181
H -2.069761 1.411911 -0.464175 0.1 -0.5 -0.2 0.041
H -1.800472 1.797615 -2.168658 0.0 -0.3 0.5 0.335
H -3.640129 0.570948 -2.567253 0.3 -0.3 0.3 0.531
H -2.472930 -0.754316 -2.692933 -0.2 0.2 0.5 -0.067
H -3.736734 -0.030267 0.021895 -0.1 -0.7 -0.2 0.172
H -3.142805 -1.648174 -0.546189 -0.6 0.3 0.3 -0.486
H -5.199300 -1.434095 -2.352390 0.2 -0.2 0.5 0.432
H -5.744876 -0.115338 -1.294831 0.4 -0.4 -0.2 0.445
H -6.711795 -2.156556 -0.623678 0.0 -0.2 0.3 0.159
H -5.805171 -1.503882 0.525454 0.0 -0.3 0.2 0.227
H -0.778001 -2.779975 -2.898812 0.0 -0.1 -0.4 0.135
H -2.737817 -5.115192 -0.585151 0.4 0.5 -0.1 0.304
H -3.025163 -3.587608 -1.416116 0.6 -0.2 0.1 0.045
H -1.797859 -4.789262 -2.027524 -0.1 0.6 0.3 0.274
O 2.253527 1.643982 -2.525412 0.2 0.2 0.0 -0.399
H 2.314751 1.600812 -3.484845 0.1 -0.1 0.0 0.179
H 3.012143 2.179816 -2.267591 0.1 0.0 -0.2 0.240
O 1.809354 0.722579 5.261591 0.2 0.1 0.1 -0.528
H 1.469676 -0.093617 5.643726 -0.1 -0.1 -0.2 0.254
H 2.314789 1.119270 5.977444 0.0 -0.1 0.1 0.256
O 3.859935 -1.171289 -3.753342 -0.1 -0.3 0.0 -0.644
H 4.201684 -1.927596 -4.244280 0.1 0.0 0.0 0.344
H 3.040095 -1.497607 -3.358495 0.0 0.2 0.1 0.264
O -4.727879 -4.798612 1.023651 -0.1 0.1 0.4 -0.733
H -4.821245 -3.887918 0.702707 -0.1 0.2 -0.4 0.364
H -3.780491 -4.900332 1.164187 0.0 0.1 0.1 0.351
O -3.592387 -3.858681 -3.845549 -0.1 -0.1 -0.4 -0.543
H -4.495040 -3.947309 -3.522741 0.0 0.1 0.1 0.262
H -3.529628 -4.511012 -4.551914 0.1 0.0 0.0 0.257
O 2.224398 4.413988 -3.611083 0.7 0.2 -0.5 -0.629
H 1.589258 3.693484 -3.585328 -0.2 0.1 0.2 0.353
H 2.014734 4.928226 -2.823068 -0.2 -0.4 0.0 0.224
O 1.615850 4.313407 -0.913911 0.0 0.4 0.4 -0.563
H 1.922241 3.431508 -0.672633 -0.2 -0.1 -0.1 0.196
H 1.279553 4.675299 -0.085754 0.0 -0.1 0.1 0.301
O -1.329684 -2.364525 -5.264144 0.0 0.1 -0.1 -0.579
H -1.009458 -3.147391 -5.726706 0.2 0.0 0.3 0.339
H -2.140214 -2.665098 -4.842495 -0.3 0.0 0.2 0.289
O 8.540488 -2.970677 -0.460079 -0.1 -0.1 0.0 -0.627
H 7.735923 -2.544306 -0.136275 0.0 0.2 0.0 0.306
H 8.825770 -3.520516 0.273761 0.1 0.0 0.0 0.288
O -3.214512 1.390619 6.305414 -0.1 0.1 0.0 -0.625
H -3.041811 1.897968 5.506020 0.1 0.0 0.0 0.315
H -4.121868 1.091878 6.200582 0.0 -0.1 0.0 0.313
O -0.387725 6.749770 -0.704228 0.1 0.0 0.1 -0.623
H 0.165583 6.081778 -1.131018 -0.3 -0.1 -0.2 0.271
H -0.319929 7.516179 -1.286067 0.1 0.0 0.0 0.350
O -1.133744 -4.991886 -6.483827 -0.2 0.0 -0.2 -0.649
H -1.516725 -4.555738 -7.253449 0.0 0.0 0.0 0.319
H -1.152210 -5.927489 -6.703639 0.1 -0.1 0.1 0.280
O 3.852016 -3.584975 5.431130 0.3 0.0 0.4 -0.640
H 4.570802 -4.162825 5.150762 0.0 0.1 -0.2 0.293
H 3.316782 -4.137472 6.007016 -0.1 0.0 0.0 0.300
O -2.064348 5.458414 5.127228 0.0 0.0 -0.1 -0.636
H -2.967262 5.323314 5.424873 0.0 0.0 0.0 0.308
H -1.962273 4.828678 4.397358 0.1 0.1 0.1 0.273
O -5.749914 -2.883405 3.184624 -0.1 0.0 0.0 -0.616
H -5.420735 -3.660441 2.709589 0.1 0.0 -0.1 0.371
H -6.560557 -3.189486 3.597857 -0.1 0.0 0.0 0.282
O -0.267143 5.514436 -3.691037 -0.4 0.1 0.0 -0.466
H 0.091794 5.809441 -4.533461 0.3 0.0 0.1 0.290
H -1.214808 5.453176 -3.846612 -0.1 0.0 0.1 0.235
O 0.891437 9.402316 -0.532986 0.2 0.0 -0.4 -0.653
H 0.088082 9.800531 -0.185322 0.0 0.0 0.2 0.320
H 1.197843 8.843526 0.187494 0.0 0.1 0.2 0.324
O 2.284511 7.789354 -2.990139 -0.1 0.0 0.1 -0.635
H 2.617693 6.912801 -2.784156 0.1 -0.1 -0.1 0.320
H 1.941356 8.121325 -2.152466 0.0 0.2 0.0 0.306
O -8.598625 -1.009701 -0.209366 -0.2 0.1 -0.1 -0.588
H -8.811932 -0.445607 0.539739 0.1 0.0 0.1 0.293
H -9.266492 -0.791202 -0.865928 0.0 0.0 -0.1 0.291
O 5.202516 -0.815115 -6.093237 -0.1 0.2 0.0 -0.638
H 4.643731 -0.418689 -5.404545 0.0 -0.1 -0.1 0.361
H 6.011382 -0.297937 -6.067794 0.1 0.0 0.0 0.305
O 6.015641 -4.648843 2.897539 0.1 0.0 0.0 -0.596
H 6.567262 -5.322635 2.490856 0.0 -0.1 0.0 0.301
H 6.103055 -3.888922 2.313230 -0.1 0.1 0.0 0.309
O -0.478090 8.283365 1.754335 0.0 0.0 -0.2 -0.640
H -1.382479 8.155721 2.051399 0.0 0.0 0.2 0.302
H -0.392772 7.663824 1.009550 -0.1 -0.2 0.0 0.384
O 4.003568 3.225610 4.619037 0.0 -0.1 0.2 -0.641
H 3.368113 2.501451 4.652911 0.0 0.0 -0.3 0.338
H 3.800086 3.753610 5.395734 0.0 0.1 0.0 0.312
```
Positions in Å, forces in eV/Å.

***

(3)
This record from OMol25 describes C15H8AsF9N3O4S6Sm as an isolated structure at a distorted geometry. The level of theory is ωB97M-V with the def2-TZVPD basis set.

Calculated values
* E: -7223.43142 hartree
* LUMO energy (spin up / spin down): 3.94 / 3.98 eV
* molecular weight: 882.91 g/mol
* relative energy (zero: lowest compared OMol25 entry of this formula, charge and spin): 38.9 kcal/mol
* <S²>: 8.7607
* multiplicity: 6
* HOMO-LUMO gap (spin up / spin down): 3.8 / 3.8 eV
* E_HOMO (spin up / spin down): 0.165 / 0.153 eV
* net charge: -2

Geometry as XYZ:
```
47
Properties=species:S:1:pos:R:3:forces:R:3:mulliken_charge:R:1
Sm 0.872164 -0.782292 0.168499 0.5 -1.9 1.8 0.859
C -1.089058 2.245808 3.224890 -1.6 0.5 0.0 -1.050
C -0.191605 1.161303 2.725511 -0.1 -0.2 1.8 -0.249
N -0.527442 0.518673 1.520944 1.4 -0.4 -0.5 0.608
C -1.741535 0.617940 1.044766 -2.2 1.2 -0.1 0.456
C -2.648824 1.638802 1.482557 -0.1 -0.1 0.1 1.207
C -2.306376 2.473926 2.640476 2.6 -1.2 -0.2 -0.932
C -3.890141 1.829588 0.869423 0.3 -0.2 0.4 -0.764
C -4.371549 0.975173 -0.073633 -0.7 -0.4 -0.4 -1.187
C -3.636772 -0.170950 -0.404109 1.6 0.2 -0.5 0.752
C -4.109198 -1.146719 -1.311571 0.1 -0.6 -0.2 -0.583
C -3.326605 -2.250720 -1.576640 -1.2 -1.0 -0.1 -0.736
C -2.061462 -2.374666 -0.998453 1.0 0.5 -0.1 -0.410
N -1.504419 -1.388821 -0.306862 -0.5 0.3 0.2 0.168
C -2.254556 -0.306046 0.062728 -1.7 -0.5 -0.4 0.152
H -0.790871 2.676979 4.204628 -0.2 0.0 -1.0 0.425
H 0.839976 1.481717 2.760881 0.3 0.0 -0.3 0.476
H -3.021000 3.197385 2.977853 -0.2 0.3 0.3 0.392
H -4.484642 2.645262 1.243946 -0.2 0.3 -0.1 0.348
H -5.325117 1.104411 -0.578688 0.0 0.1 0.3 0.324
H -5.107921 -1.096741 -1.789016 0.7 0.3 0.5 0.323
H -3.745520 -3.113198 -2.154894 0.6 1.0 0.4 0.310
H -1.423282 -3.249030 -1.155318 -0.2 0.2 -0.1 0.486
S -0.200810 -0.052710 4.253506 0.0 0.3 -0.5 -0.246
As 1.219684 -1.650976 3.548948 -0.7 -0.9 0.6 0.440
S 2.666559 -0.575130 2.364713 0.1 0.2 -0.6 -0.483
S 0.043527 -2.833305 2.052570 1.0 0.9 0.6 -0.435
S 1.841268 -2.499077 5.454907 -0.3 0.4 -1.3 -0.561
F 5.428712 1.087081 -3.878795 -0.8 -0.6 1.1 -0.196
C 5.101383 0.630923 -2.650976 1.4 -0.1 1.2 0.564
F 5.970677 -0.356044 -2.301400 -1.4 0.3 -0.9 -0.193
F 5.345947 1.592324 -1.743182 -0.8 0.0 -0.7 -0.209
S 3.254213 0.044778 -2.538032 -2.3 -1.4 1.0 1.069
O 2.920369 -0.624324 -1.229806 1.5 1.9 -1.9 -0.472
O 2.989735 -0.811343 -3.656373 1.0 0.5 0.0 -0.611
N 2.516473 1.466760 -2.712866 0.4 -0.4 0.5 -0.480
S 1.043666 1.790022 -2.275553 -0.3 -2.1 3.3 0.850
O 0.430517 2.636231 -3.217919 -0.7 0.7 -0.5 -0.614
O 0.223778 0.630151 -1.696136 2.0 2.5 -1.7 -0.468
C 1.267425 2.798243 -0.596416 -0.4 0.7 0.9 0.611
F 0.109220 3.323149 -0.092550 1.2 -0.9 -1.2 -0.204
F 1.714286 1.912987 0.373250 0.1 1.2 -1.6 -0.168
F 2.132476 3.856206 -0.715099 -0.8 -1.8 0.0 -0.239
F 2.846842 -5.308196 -1.901692 1.5 1.3 -2.7 -0.024
C 2.399110 -5.085576 -0.684020 -2.7 -4.9 3.6 -1.981
F 3.280988 -4.414244 0.053906 1.6 2.0 -0.2 0.120
F 1.299707 -4.245711 -0.788908 -0.5 1.9 -0.9 0.556
```
Positions in Å, forces in eV/Å.

***

(4)
This record from OMol25 describes C15H9AuCl2I2N3O5 as an isolated structure. The level of theory is ωB97M-V with the def2-TZVPD basis set.

Calculated values
* E: -2768.77028 hartree
* LUMO energy (spin up / spin down): -4.65 / -6.38 eV
* molecular weight: 832.93 g/mol
* <S²>: 2.0388
* multiplicity: 3
* HOMO-LUMO gap (spin up / spin down): 7.3 / 5.6 eV
* E_HOMO (spin up / spin down): -11.936 / -11.934 eV
* net charge: +1

Geometry as XYZ:
```
37
Properties=species:S:1:pos:R:3:forces:R:3:mulliken_charge:R:1
Au -0.396305 0.105109 -0.108955 -0.4 0.2 0.1 0.807
C -0.792647 -2.434711 2.598185 0.0 -0.1 0.1 -1.170
C -1.507453 -1.136398 2.583712 0.1 0.0 -0.1 0.211
N -1.447766 -0.231353 1.616472 0.1 0.0 0.0 -0.404
C -2.256225 0.827434 1.956961 -0.2 0.0 0.0 0.746
C -2.830103 0.552250 3.159089 0.1 0.2 -0.1 0.126
N -2.342180 -0.676468 3.527049 -0.1 0.1 0.0 -0.008
C -3.760663 1.284897 4.069564 0.1 -0.4 0.0 0.468
O -4.171112 2.455288 3.666039 -0.3 0.2 0.1 -0.514
O -4.070863 0.755609 5.106660 0.0 0.1 0.0 -0.586
C -2.384637 1.974821 1.014489 -0.2 0.0 0.3 0.716
O -3.069728 2.942983 1.316594 0.1 -0.2 -0.2 -0.776
O -1.730802 1.842556 -0.090473 0.1 -0.1 -0.3 -0.686
H -0.163040 -2.509042 1.714320 0.0 0.0 0.0 0.209
H -1.501675 -3.263362 2.592526 0.0 0.0 0.0 0.328
H -0.165246 -2.530391 3.484461 0.0 0.0 0.0 0.352
H -2.618902 -1.120299 4.392946 0.0 0.0 0.0 0.240
H -3.829839 2.707361 2.764068 0.1 0.0 0.0 0.457
Cl 4.576759 -1.055664 0.902405 0.0 0.0 0.0 -0.109
C 3.920188 -0.470461 -0.544283 0.0 0.0 0.0 0.284
C 4.735914 -0.134272 -1.610106 0.1 0.0 0.0 -0.661
C 4.204811 0.343924 -2.794030 0.0 -0.1 0.1 0.743
Cl 5.247819 0.707143 -4.085042 0.0 0.0 0.0 -0.158
C 2.790607 0.547591 -2.945804 -0.3 0.0 0.1 -0.025
C 2.186494 1.067656 -4.103800 0.0 0.0 0.0 -0.501
C 0.825007 1.249385 -4.137287 0.1 0.0 0.0 -0.805
C 0.069471 0.931410 -3.009807 -0.1 0.1 0.0 -0.114
N 0.626814 0.435494 -1.916665 0.1 0.0 0.3 -0.594
C 1.958996 0.227454 -1.865684 0.1 0.1 -0.4 0.688
C 2.488677 -0.344748 -0.630206 0.0 -0.1 0.2 0.423
O 1.729181 -0.700198 0.294053 0.3 -0.1 -0.2 -0.629
H 5.806526 -0.250498 -1.510715 0.0 0.0 0.0 0.483
H 2.799751 1.327293 -4.955516 0.0 0.0 0.0 0.456
H 0.335045 1.644920 -5.014604 0.0 0.0 0.0 0.433
H -1.000557 1.091253 -2.980010 0.0 0.0 0.0 0.506
I -1.500523 -3.045816 -1.675450 0.0 0.0 0.0 0.115
I -2.761794 -5.118152 -2.781155 0.1 0.2 0.1 -0.053
```
Positions in Å, forces in eV/Å.